No. 1
Density functional theory data (the ωB97M-V functional and the def2-TZVPD basis) for a 2-piece molecular cluster, H2NOS2 overall.

```
6
Properties=species:S:1:pos:R:3:forces:R:3:nbo_charge:R:1
N 0.21804 0.18016 -0.69391 -1.4 1.2 -0.9 -0.952
O -0.39504 1.18458 -2.85883 -0.9 0.1 0.5 -0.922
S -0.19502 -1.10867 2.26385 0.3 0.1 0.0 -0.994
S -0.87735 0.91034 -1.49310 2.9 -1.4 0.6 1.339
H 0.10348 -0.08007 0.33624 -0.6 -0.1 -0.3 0.432
H 1.14589 -1.08634 2.44574 -0.3 0.0 0.0 0.097
```
Forces are in eV/Å.

Summary:
HOMO-LUMO gap: 6.3 eV
energy relative to the best compared isomer or geometry (same formula, charge and spin): 0.00 kJ/mol
total charge: -1
highest occupied orbital energy: -3.20 eV
DFT total energy: -927.5863 Ha

No. 2
Density functional theory data (the ωB97M-V functional and the def2-TZVPD basis) for CH13Li4N2O6 as an isolated structure.

```
26
Properties=species:S:1:pos:R:3:forces:R:3:nbo_charge:R:1
Li 0.85965 1.13054 -1.55821 0.3 -0.9 0.0 0.967
Li -1.65684 -0.01864 0.40250 1.0 -0.8 -1.1 0.939
Li -0.84402 3.41614 1.07203 0.8 -0.3 0.9 0.969
Li -2.22974 2.26450 -1.06914 0.4 -0.4 -0.5 0.989
O -0.48052 1.52786 -0.13299 -1.9 1.6 -0.9 -1.418
H 0.14218 1.20929 0.50686 0.3 -0.1 0.6 0.471
O 2.27477 -0.22943 -0.99168 -0.3 0.3 0.4 -1.039
H 2.68283 -1.04914 -1.30178 0.0 0.2 -0.2 0.524
H 2.65737 -0.07862 -0.10766 0.1 0.0 -0.1 0.526
O 2.30165 0.63067 1.88933 0.4 0.0 -0.2 -0.922
H 1.40406 0.87783 1.71061 -0.6 0.2 0.4 0.422
H 2.61642 1.31758 2.49678 0.3 -0.2 -0.1 0.509
O -1.73164 0.04002 2.27930 -0.4 -0.6 -0.3 -1.026
H -2.66149 -0.25073 2.21581 0.1 0.1 0.9 0.510
H -1.29915 -0.67327 2.78701 -0.1 0.2 0.0 0.539
O -0.53565 2.72443 2.90294 -0.2 0.1 -0.2 -1.047
H -0.97304 1.92424 3.23332 0.0 0.1 -0.1 0.521
H -0.33391 3.24607 3.69904 0.0 0.0 -0.2 0.538
C -0.44667 -1.88699 -2.22075 -0.6 -0.6 -0.4 0.794
O -0.95106 -0.91408 -1.58203 0.5 0.3 0.8 -0.873
N 0.19752 -2.93823 -1.66893 -0.1 0.8 -0.3 -0.789
N -0.61701 -1.93675 -3.56060 0.2 0.7 1.4 -0.793
H 0.68274 -3.52398 -2.32850 0.1 -0.4 0.3 0.421
H 0.53239 -2.89788 -0.72274 -0.1 -0.1 0.0 0.415
H -1.14534 -1.13664 -3.86286 -0.2 -0.5 -0.9 0.416
H -0.44549 -2.77480 -4.08766 -0.2 0.2 -0.4 0.436
```
Forces are in eV/Å.

Summary:
HOMO-LUMO gap: 7.7 eV
total charge: +3
highest occupied orbital energy: -19.26 eV
DFT total energy: -636.2416 Ha

No. 3
Density functional theory data (the ωB97M-V functional and the def2-TZVPD basis) for a 9-piece molecular cluster, C33H43F8O29P overall.

```
114
Properties=species:S:1:pos:R:3:forces:R:3:mulliken_charge:R:1
C -1.51820 -2.30530 -3.66791 -0.6 0.3 0.0 -1.744
C -2.17350 -0.99491 -3.17644 0.9 -0.5 0.3 0.570
C -3.25286 -1.34443 -2.14712 -0.3 0.1 -1.0 -1.534
C -1.10437 0.00698 -2.62383 0.0 -0.3 0.1 0.535
C 0.18509 -0.66307 -2.11695 -0.1 0.6 -0.2 -1.351
C -1.66293 0.97120 -1.57107 -0.3 0.6 -0.2 -1.175
O -1.25177 0.60109 -0.22909 1.0 0.9 0.7 -0.060
C -1.02779 1.61763 0.62896 -2.4 2.2 0.1 0.551
O -1.77952 2.60781 0.77732 2.6 -3.0 -0.7 -0.602
O 0.14198 1.45811 1.34672 -1.1 -0.3 -0.4 -0.272
C -0.06177 0.88135 2.64090 -0.2 -0.1 1.1 -0.047
O -1.41764 0.61095 2.88030 0.3 -0.1 -0.1 -0.446
P 0.92395 -0.70438 2.77633 0.4 -0.7 -0.9 -0.055
C -0.04176 -1.73539 3.92376 0.0 0.2 0.6 -1.049
O 2.18066 -0.21008 3.77534 -0.4 0.2 -0.1 -0.444
H -0.67106 -2.11343 -4.32276 0.1 -0.1 0.0 0.445
H -1.24408 -2.93923 -2.82515 0.3 0.1 -0.1 0.272
H -2.27992 -2.85235 -4.22836 0.1 -0.1 -0.1 0.478
H -2.62614 -0.56370 -4.07309 -0.2 0.3 0.2 0.236
H -3.88118 -0.46949 -1.97853 -0.1 -0.1 0.4 0.458
H -3.90506 -2.09855 -2.59317 0.0 0.0 0.2 0.713
H -2.84948 -1.74913 -1.22059 0.1 0.1 0.1 0.198
H -0.78598 0.63882 -3.45927 -0.1 0.0 0.0 0.372
H -0.01465 -1.48764 -1.43749 0.1 0.0 0.0 0.378
H 0.76946 -0.97859 -2.97763 0.0 -0.3 0.1 0.418
H 0.79324 0.08797 -1.60758 0.0 -0.2 0.1 0.025
H -1.30011 1.98274 -1.76964 0.1 -0.1 0.2 0.486
H -2.74656 1.02339 -1.57641 0.0 0.0 0.0 0.378
H 0.32209 1.58573 3.38927 0.1 0.1 -0.2 0.570
H -1.76131 1.29999 3.45022 -0.3 0.2 -0.1 0.310
H -0.79938 -1.20437 4.49987 -0.1 0.0 -0.1 0.376
H -0.49045 -2.56912 3.38712 -0.1 0.1 -0.1 0.226
H 0.66535 -2.16665 4.63756 0.1 0.0 -0.1 0.342
H 2.96346 -0.53251 3.32544 0.3 0.0 0.0 0.308
O 5.28589 3.92708 7.38277 0.1 0.2 0.1 -0.493
C 5.16057 3.00192 6.66054 0.1 -0.1 -0.1 0.644
O 4.33713 2.95885 5.58636 0.0 -0.2 -0.1 -0.329
C 4.57829 1.73218 4.88373 -0.3 0.1 -0.1 0.055
C 5.17154 0.86476 5.96807 0.3 0.1 0.0 0.343
F 6.08974 -0.00959 5.48082 0.0 0.1 0.0 -0.279
O 5.82125 1.81396 6.79463 -0.3 -0.1 0.1 -0.345
H 5.29500 1.91007 4.08302 0.2 -0.1 0.0 0.262
H 3.65787 1.33172 4.46739 -0.1 0.2 0.2 -0.097
H 4.43931 0.31317 6.55947 0.0 -0.1 0.0 0.309
O -1.84722 -4.77278 -1.35552 0.2 0.1 0.1 -0.521
C -2.95549 -5.09129 -1.61307 -0.1 0.2 0.1 0.718
O -3.64991 -6.05232 -0.97126 -0.1 -0.1 -0.1 -0.352
C -4.98524 -6.04691 -1.47441 -0.2 -0.3 0.1 -0.295
C -4.80137 -5.41901 -2.83373 -0.1 0.4 0.1 0.290
F -5.88600 -4.68485 -3.20279 0.1 0.0 0.0 -0.302
O -3.71085 -4.54130 -2.62024 0.1 -0.7 0.1 -0.135
H -5.61207 -5.42599 -0.83843 0.0 0.1 0.0 0.093
H -5.39004 -7.05496 -1.51426 0.2 -0.1 0.0 0.330
H -4.55994 -6.11740 -3.63698 -0.1 0.1 -0.1 0.260
O 2.29390 1.33763 -3.56088 -0.2 0.1 -0.3 -0.545
C 2.98580 1.72627 -2.68761 -0.1 0.0 0.2 0.725
O 3.34135 3.01984 -2.47767 0.1 -0.1 0.1 -0.371
C 4.02206 3.09026 -1.21943 0.0 0.2 0.1 -0.408
C 4.50650 1.66709 -1.04748 -0.1 0.0 0.2 0.582
F 4.52817 1.28761 0.26219 0.0 0.0 0.0 -0.277
O 3.51874 0.92833 -1.72329 0.2 -0.1 -0.2 -0.330
H 3.30999 3.36368 -0.43824 0.0 -0.2 0.1 0.372
H 4.82371 3.81840 -1.25103 0.0 0.0 -0.2 0.171
H 5.47739 1.45986 -1.49505 0.1 0.0 0.1 0.085
O 5.92463 1.67765 -3.92642 -0.1 -0.2 0.1 -0.517
C 6.15963 2.81342 -4.16554 -0.1 0.1 -0.1 0.620
O 6.39754 3.31958 -5.38836 0.0 0.2 0.0 -0.364
C 6.49760 4.74749 -5.27507 0.0 0.0 -0.2 -0.519
C 6.87049 4.91485 -3.82003 -0.2 0.1 0.1 0.592
F 6.35710 6.04891 -3.28787 0.0 -0.1 0.0 -0.335
O 6.23900 3.79175 -3.21722 0.4 0.0 -0.1 -0.166
H 5.52989 5.20081 -5.49178 0.0 0.0 0.1 0.290
H 7.24457 5.13790 -5.95950 0.1 -0.2 0.0 0.331
H 7.94188 4.87648 -3.62003 0.0 0.2 0.1 0.036
O -4.75081 -3.77277 0.58220 0.1 -0.3 0.0 -0.528
C -5.53304 -2.88212 0.63263 -0.1 0.3 -0.2 0.391
O -5.20621 -1.57854 0.60739 -0.1 0.1 0.1 -0.111
C -6.41424 -0.80788 0.51731 0.0 0.1 0.0 -0.417
C -7.43778 -1.77541 1.07517 -0.1 0.0 -0.3 0.412
F -8.65045 -1.65912 0.49225 0.1 -0.1 -0.1 -0.300
O -6.87962 -3.03704 0.72005 0.1 0.0 0.3 -0.329
H -6.61581 -0.57419 -0.52659 -0.1 -0.1 0.0 0.273
H -6.32869 0.11223 1.08491 0.2 -0.1 0.1 0.303
H -7.55862 -1.73165 2.15822 -0.1 0.0 0.0 0.284
O 10.30271 5.15231 -2.74529 -0.1 0.1 -0.2 -0.523
C 10.14677 4.19144 -2.07123 0.0 -0.1 0.0 0.708
O 9.24629 4.09472 -1.06550 0.0 -0.2 0.0 -0.302
C 9.24860 2.73975 -0.59338 -0.1 0.0 0.1 -0.154
C 10.61552 2.25901 -1.03259 -0.1 -0.1 -0.2 0.244
F 10.61822 0.94636 -1.35577 0.0 0.1 -0.1 -0.287
O 10.84338 3.03234 -2.20135 0.1 0.1 0.3 -0.321
H 8.45636 2.17777 -1.09074 0.1 -0.1 -0.1 0.094
H 9.10037 2.70635 0.48206 0.0 0.2 0.0 0.279
H 11.41603 2.44958 -0.31634 0.0 -0.1 0.0 0.301
O -1.03229 -6.41784 5.79034 0.2 -0.1 0.1 -0.506
C -1.89024 -5.91690 5.15378 -0.1 0.1 -0.2 0.546
O -1.79412 -4.71644 4.53019 -0.2 0.0 0.0 -0.261
C -2.97930 -4.52064 3.74687 0.1 0.2 -0.1 -0.288
C -3.96561 -5.43163 4.44329 0.1 -0.2 -0.2 0.352
F -4.86521 -5.97006 3.58567 0.1 0.0 0.0 -0.262
O -3.12758 -6.45359 4.95042 -0.1 0.2 0.2 -0.321
H -2.79831 -4.84081 2.71990 -0.1 -0.1 0.0 0.233
H -3.27567 -3.47510 3.75279 0.1 0.0 0.1 0.249
H -4.50425 -4.96775 5.27166 -0.1 0.0 0.0 0.262
O -8.69671 1.28692 1.26447 0.1 -0.2 0.2 -0.464
C -8.52037 1.97184 0.31722 0.2 0.2 -0.1 0.615
O -8.79789 3.29098 0.25222 0.0 0.0 -0.1 -0.344
C -8.28765 3.79952 -0.98639 -0.1 0.2 0.0 -0.437
C -8.22390 2.54895 -1.83369 0.2 -0.1 0.0 0.301
F -7.19370 2.57445 -2.71048 0.0 0.0 0.1 -0.271
O -7.98958 1.53767 -0.86454 -0.4 0.1 0.0 -0.237
H -7.29362 4.21890 -0.82731 0.1 -0.1 -0.1 0.291
H -8.94563 4.56362 -1.38946 -0.1 0.0 0.1 0.274
H -9.14356 2.31818 -2.37321 0.1 0.0 -0.1 0.256
```
Forces are in eV/Å.

Summary:
SMILES: CC(C)[C@H](C)COC(=O)O[C@@H](O)P(C)O.O=C1OC[C@@H](F)O1.O=C1OC[C@@H](F)O1.O=C1OC[C@@H](F)O1.O=C1OC[C@@H](F)O1.O=C1OC[C@@H](F)O1.O=C1OC[C@@H](F)O1.O=C1OC[C@@H](F)O1.O=C1OC[C@@H](F)O1
HOMO-LUMO gap: 9.0 eV
total charge: 0
highest occupied orbital energy: -8.87 eV
DFT total energy: -4605.6180 Ha

No. 4
Density functional theory data (the ωB97M-V functional and the def2-TZVPD basis) for one molecule with the formula C2H3NOS2.

```
9
Properties=species:S:1:pos:R:3:forces:R:3:nbo_charge:R:1
O -1.67801 1.30983 -0.51228 2.3 2.1 -1.0 -0.527
N -1.97238 0.16698 0.10605 2.5 -2.1 -0.1 -0.019
C -1.10926 -0.82463 0.14286 -0.7 2.3 -1.0 -0.181
S 0.49529 -0.70948 -0.85201 -1.4 -0.2 1.0 0.307
C 1.66500 -0.08179 0.23678 2.8 0.5 1.3 -0.524
S 3.21408 0.38481 -0.22438 -2.2 -0.6 0.1 0.007
H -0.65909 1.57068 -0.84127 -3.1 -2.1 1.4 0.468
H -1.51493 -1.74028 0.58106 0.6 0.2 -0.1 0.230
H 1.55930 -0.07611 1.36318 -0.8 -0.1 -1.4 0.239
```
Forces are in eV/Å.

Summary:
SMILES: O/N=C\SC=S
HOMO-LUMO gap: 8.3 eV
energy relative to the best compared isomer or geometry (same formula, charge and spin): 363.71 kJ/mol
total charge: 0
highest occupied orbital energy: -9.12 eV
DFT total energy: -1004.2490 Ha